Computed, not measured: a gas-phase ion, C2H5S (charge -1) at a distorted geometry, with wB97M-V/def2-TZVPD.

The geometry in XYZ format:
```
8
Properties=species:S:1:pos:R:3
H -1.1118 -0.8951 0.3106
H 1.1604 1.0556 -0.3235
C -0.6932 0.1070 0.3806
H -0.5129 0.2866 1.4427
H 0.3793 -0.1915 -1.4623
S 1.6309 -1.3631 0.0507
C 0.5861 0.1467 -0.4523
H -1.4388 0.8538 0.0535
```

Results
HOMO level ... -2.031 eV
E ... -477.39879 a.u.
Total charge ... -1
Multiplicity ... 1
Energy above the lowest of the compared OMol25 structures with the same formula, charge and spin ... 5.4 kcal per mole

Computed, not measured: a molecular structure, C15H14N6O2PtS2 at a distorted geometry, with wB97M-V/def2-TZVPD.

The geometry in XYZ format:
```
40
Properties=species:S:1:pos:R:3
C -2.4539 -2.8311 2.6871
H -3.2184 -2.6555 1.9325
N -0.5107 0.1831 2.6746
C 1.6141 3.3995 1.1194
C 0.2145 1.2633 2.1251
C -0.8889 0.1388 4.0234
C -1.6478 -0.9510 4.1902
C -1.0302 -0.9045 2.0576
O 0.9239 -1.7456 -1.9160
H 2.1622 1.9941 -0.3949
C 1.6191 2.1654 0.5209
C 0.1483 2.4895 2.7659
H 1.2388 -2.4789 -4.6278
S -0.8938 -1.4779 0.4477
O -0.8329 2.3351 -1.7505
C -0.8246 0.0006 -4.4641
C 0.2806 -0.8732 -2.6269
Pt 1.0235 -0.4809 -0.2778
H -2.9257 -3.1630 3.6063
H -2.1230 -1.3433 5.0723
C 0.1649 -2.3177 -4.5778
C -0.6566 1.3630 -2.4377
N -1.7320 -1.5864 2.9635
H -0.5612 0.8569 4.7512
C -1.0921 1.1445 -3.8179
H 0.7976 4.5252 2.7633
H 2.1715 4.2100 0.6741
N 3.0476 -0.4072 -0.3586
C 4.1600 -0.8097 -0.4747
C 0.8572 3.5657 2.2678
H -0.4886 2.6253 3.6261
N 0.9463 1.1039 1.0137
H -0.2370 -2.2507 -5.5838
N -0.1209 -1.0538 -3.8804
H -0.3065 -3.1452 -4.0534
H -1.7559 -3.5916 2.3406
H -1.1400 -0.1746 -5.4827
H -1.6429 1.9361 -4.3030
S 5.6608 -1.3014 -0.6278
N 0.0527 0.2433 -1.9671
```

Results
HOMO level (alpha / beta) ... -14.687 / -14.695 eV
E ... -1974.13335 a.u.
Total charge ... +2
Multiplicity ... 1
Energy above the lowest of the compared OMol25 structures with the same formula, charge and spin ... 4.5 kcal per mole

Computed, not measured: 17 unconnected molecules or ions with the total composition C44H126N16O21 at a distorted geometry, with wB97M-V/def2-TZVPD.

The geometry in XYZ format:
```
207
Properties=species:S:1:pos:R:3
H 7.4669 34.5699 17.3946
H 10.7780 38.1791 3.0499
O 3.1943 37.0869 11.8829
H 10.8009 34.1415 4.1749
H 10.4752 26.9850 12.4356
H 7.3231 38.6113 2.3713
C 6.0678 31.3826 9.8457
C 7.4560 31.0537 19.9942
H 7.0821 30.5228 14.6117
H 2.5672 34.5750 -2.9968
H 6.2859 33.6013 16.5140
H 2.3910 25.2938 12.7835
O 2.7688 33.2413 -1.4171
H 5.1242 29.4166 13.2519
H 10.5084 32.8766 13.0077
N 9.2562 28.1023 10.3305
C 2.0221 27.2123 12.9429
H 6.0177 34.0790 18.1763
C 4.9043 32.2350 -0.5422
H 1.7996 32.9403 -3.1694
N 7.3058 28.2426 10.7608
H 4.2612 37.6080 13.6223
C 4.8463 35.6661 12.8414
H 6.8638 26.2356 6.6973
N 10.1980 35.7159 5.3757
H 6.8179 30.9042 10.4754
H 9.5633 39.7514 9.1349
N 0.9810 27.9960 13.2874
C 3.8958 32.3987 -1.7329
H 0.1510 32.1491 9.9805
H 4.0230 26.9928 10.8546
H 10.6142 29.7253 11.2262
O 6.9546 33.6552 10.0807
H 11.0036 33.8573 7.3015
H 9.5146 34.7756 14.6187
H 10.0924 26.1428 13.9794
C 8.1145 28.3736 9.8052
C 8.5551 32.8109 5.4100
H 4.0327 33.5325 9.7161
C 5.1713 25.3878 10.9051
H 4.5655 26.4818 9.3036
H 5.8748 33.0764 8.4741
C 8.4893 36.5883 13.7313
H 10.0951 28.2136 9.7792
C 6.4011 34.4264 17.2169
H 9.7365 37.9813 13.2850
C 10.2198 31.9318 12.5470
H 8.3264 33.6202 4.7167
O 3.3941 34.2371 9.8478
H 7.0362 27.4606 17.9515
C 4.3418 32.7306 5.5087
N 5.9215 28.9371 5.7809
H 3.6240 32.9278 0.4780
C 10.6734 37.0032 4.8629
C 4.3666 32.4451 3.1378
C 4.3963 37.0819 12.6772
O 5.1024 25.2491 12.0846
H 6.3586 28.5595 10.6110
H 2.5646 36.4247 12.1772
C 0.6232 31.0821 11.5147
C 10.2784 37.6651 8.8341
N 6.5599 27.1908 6.8206
H 9.5727 31.4835 13.3009
O 5.7700 26.9511 4.7943
H 9.3525 37.0905 8.8596
O 9.7353 37.0528 13.5286
H 9.3400 27.9651 11.3277
H 7.7213 34.7020 14.3305
C 6.1323 31.0549 14.6635
O 7.8305 28.6873 8.6589
H 7.9367 31.9766 19.6699
O 5.0321 33.0404 4.2572
O 8.6548 27.3785 13.1836
C 2.7371 30.8004 15.8311
H 11.0389 36.9052 9.0140
N 0.3100 30.1372 10.6634
H 0.8510 28.2336 6.8246
N 2.9766 31.5621 14.8549
H 5.3116 33.7423 1.6561
H 2.0281 34.0928 7.6271
H 7.6695 30.8265 21.0387
H 8.1938 26.1629 15.6824
H 5.5114 33.1301 -0.6778
H 0.3969 29.1681 10.9343
C 8.3326 38.2288 2.2203
H 6.2374 29.6970 17.6687
H 3.7071 36.1930 9.1531
H 7.7667 36.6124 12.9156
H 1.9661 35.8901 7.3824
H 9.3238 25.5762 12.5018
H 9.1786 33.3917 10.1936
C 4.5726 30.3817 11.3433
H 2.8901 29.3684 14.4890
O 9.3369 33.2636 6.5559
C 5.1557 32.6729 1.7982
O 8.7805 37.7832 3.4569
H 10.5227 37.9002 7.7982
H 2.9723 32.5450 15.0874
H 4.6296 29.4791 10.7348
C 11.0472 34.5540 5.1533
H 10.2594 36.5145 2.8242
H 10.2955 37.7569 5.5537
C 10.1693 39.0148 9.6625
H 8.6069 27.9654 17.7930
H 8.4696 28.3804 15.5408
H 1.1885 28.9829 13.2322
H 0.8980 25.7807 13.6539
H 3.3041 33.0637 5.5279
H 5.4459 29.2771 6.6044
C 2.6192 29.1145 7.8075
H 11.3398 32.6111 6.0985
C 2.0331 35.0740 8.1019
N 0.1471 32.1319 10.9903
H 3.3265 31.5134 -2.0162
H 5.6210 30.2279 15.1562
H 6.3702 31.0922 19.9061
N 4.2416 32.1731 0.7407
H 6.1131 32.1638 1.9092
H 4.2635 31.6542 5.6609
H 4.5782 35.2950 16.4205
H 2.2800 27.7822 5.9496
O 2.5360 31.2456 16.9463
H 5.8444 24.8159 9.1797
H 1.8531 29.6749 8.3434
C 6.0158 27.6493 5.7483
C 7.6185 28.1949 17.3948
O 3.6147 30.0564 7.6447
H 2.5365 28.8367 16.1398
H 8.4963 34.2624 8.9160
C 5.5750 35.6368 16.6990
N 4.6679 26.4406 10.3076
O 3.0153 27.6599 12.3208
C 10.1604 37.3860 3.4714
H 3.6700 30.6295 8.4129
H 1.6551 29.3887 5.8916
H 5.4043 35.4089 13.7418
H 2.9867 31.1858 13.9177
H 5.2684 32.3630 11.2659
O 5.4429 31.3559 13.3985
C 8.3441 34.0583 9.9758
H 7.4816 32.2418 8.5743
H 5.7153 30.7967 8.9969
H 5.4895 35.3406 12.0238
N 2.7421 29.5632 15.4690
H 12.0090 31.2809 11.5163
O 10.9664 29.6369 12.1148
N 1.7539 25.9827 13.1573
C 7.4121 26.8243 15.3089
H 1.0774 34.2013 -2.1708
H 11.7605 37.0732 4.9024
H 8.1012 36.9253 14.6925
H 6.0558 36.0654 15.8196
H 4.2643 34.8881 8.0735
H 4.7030 36.6452 18.1549
H 9.2320 35.4798 5.1992
C 5.4684 30.2029 12.5801
H -0.0537 30.3804 9.7531
C 3.4716 35.2081 8.7498
H 6.9046 27.8989 7.4530
H 5.5467 31.3642 -0.6730
H 2.9239 28.3427 8.5143
O 5.5732 36.6196 17.7503
O 7.7904 29.8815 19.1615
H 3.4094 32.9356 2.9611
H 12.3301 31.0897 13.0918
H 4.4025 32.7248 -2.6412
H 6.5771 27.3739 13.6536
C 8.6874 35.0489 13.9637
H 6.4942 29.9590 12.3036
N 5.7209 24.5268 10.1396
H 9.0969 31.9480 5.0226
H 7.3527 25.7694 13.3662
C 7.3203 29.6724 17.7906
C 7.4833 26.7775 13.7596
H 11.6894 39.9860 10.5537
H 8.8285 39.0407 1.6884
H 8.7610 34.4815 13.0360
H 12.1180 34.7440 5.0809
O 11.6055 39.2689 9.9211
C 11.4970 30.9222 12.4093
H 0.1936 32.8998 11.6448
O 0.9746 30.9186 12.6501
C 2.0233 33.7714 -2.5005
N 4.8999 31.6434 10.6606
C 1.8591 28.5670 6.5781
H 4.9677 33.1081 6.3173
H 7.7300 30.4920 17.2002
C 9.7110 26.4600 13.0088
H 3.5342 30.3056 11.6660
C 10.7640 33.5156 6.2945
H 7.6838 32.2561 5.7581
H 6.2195 23.7817 10.6047
H 6.3064 31.9273 15.2934
H 9.7866 38.8309 10.6664
H 3.9622 35.0375 12.7356
H 4.2481 31.4035 3.4364
H 8.5783 35.0345 10.4005
H 6.4605 26.4184 15.6522
C 6.6147 32.6088 9.1237
H 7.7175 28.0556 11.6639
H 5.7965 29.4175 4.9012
H 5.1105 37.6853 12.1169
H 0.1299 27.6113 13.6716
H 8.2836 37.4127 1.4994
H 9.7313 31.9840 11.5740
N 7.5678 28.1254 15.9174
H 1.1695 35.1713 8.7599
```

Results
HOMO level ... -8.425 eV
E ... -4207.81952 a.u.
Multiplicity ... 1
Energy above the lowest of the compared OMol25 structures with the same formula, charge and spin ... 133.6 kcal per mole

Computed, not measured: 6 unconnected molecules or ions with the total composition C20H52FN2O17P3 at a distorted geometry, with wB97M-V/def2-TZVPD.

The geometry in XYZ format:
```
95
Properties=species:S:1:pos:R:3
P -2.4164 0.8940 6.4524
P -1.3729 6.2096 -0.7542
H -1.2576 -5.2624 -3.1960
H 4.5808 -5.2841 -4.2027
O 0.8149 3.0566 2.5088
C 2.8582 -4.6205 -4.3050
C 3.7016 -3.3494 -3.9216
H -0.2497 0.3604 -0.8420
H -1.8265 2.9003 4.6929
H -1.0775 4.3907 -2.8635
H 4.5806 -1.7338 -1.6685
H 1.1516 -2.5790 1.0613
H 2.4233 -4.4775 -5.2942
H 4.1389 0.0105 -2.3175
H -5.5061 1.5175 5.1170
O -1.8910 4.6551 -0.8777
F 2.0760 2.6679 -1.5797
O -2.8441 0.1910 7.6993
O -1.7281 6.6731 0.7395
H -0.0187 0.6688 4.1971
H 4.0246 -3.5205 -2.8948
H -1.0629 6.5241 2.7158
O -3.9212 -3.6733 -0.6149
H -5.0745 0.7033 6.5975
H -2.5896 3.7894 -2.5983
C 1.5532 3.0898 1.5423
H -3.4497 8.4970 -1.0749
O -1.9486 -2.2120 -1.2222
O -1.7300 -4.9594 -1.3593
O -1.2154 0.1051 5.7272
O -2.3388 6.9462 -1.7607
O -1.8036 2.3797 6.7224
C 1.7755 -4.9328 -3.2997
H -2.8797 -2.0881 1.5928
H 6.1496 -3.6586 -6.2397
O 1.1651 3.4898 0.3206
H -0.9181 -0.9692 4.1012
H -3.0256 -4.8853 -2.9755
H -1.0554 -0.6975 -0.0258
C -2.5440 8.3243 -1.6563
H -4.9905 -0.3098 5.3419
H -2.5991 8.8086 -2.6312
C 1.9493 -0.8023 -0.8877
H 0.8741 -4.3251 -3.3776
C -1.6413 3.8974 -2.0718
C 1.0997 -0.5480 0.3400
H 1.3872 -5.9397 -3.1462
H 2.5241 4.4818 -0.9505
H -1.6015 5.0866 1.8009
H 4.0963 3.9534 0.4327
C 2.1875 3.5165 -0.5724
C -2.3036 -2.9583 1.9073
H 3.6424 -6.1435 -3.2058
C 1.1539 -1.5461 1.4094
H 1.6325 0.3206 0.7270
H -1.6693 0.3818 3.6648
H -3.6624 -5.7934 -0.3345
H 3.8385 2.1924 -0.1419
O 0.0857 6.3931 -1.0332
H -1.5475 -2.7437 2.6625
H 2.0235 -1.3806 2.0453
O 2.9129 2.8916 1.5953
H 1.5349 -1.6466 -1.4387
C -2.1506 -5.4069 -2.5878
C -0.9156 0.0811 4.3926
H -5.2670 -5.2590 -1.0232
H -0.3666 3.1092 5.4647
O -1.7436 -3.7666 0.9280
H -1.8476 8.8903 -1.0376
H -2.3813 -6.4701 -2.5216
C 3.4259 3.1069 0.2842
H -3.0787 -3.5988 2.3281
H 4.4150 -3.2384 -6.5763
H 1.7553 -0.0415 -1.6437
H -4.7769 -4.9945 0.6049
O -3.4905 1.1405 5.2615
O 5.0649 -3.3371 -4.5220
C -1.4343 3.1973 5.6655
C -4.8485 0.7539 5.5324
H 3.1794 -2.3976 -4.0188
C 4.2586 -0.7055 -1.5044
H 5.4174 -2.0240 -6.0570
H 2.1422 -4.6656 -2.3086
N 3.6940 -5.7633 -4.1400
H 5.0133 -0.3688 -0.7936
H -1.3331 2.8697 -1.8794
C -1.0197 6.0073 1.7570
C 5.2730 -3.0956 -5.9193
P -2.2581 -3.5905 -0.6219
H 0.0016 5.7545 1.4722
N -0.3001 -0.0362 0.0855
H -1.8322 4.2076 5.7612
H 0.3428 -1.5307 2.1375
O 3.2853 -0.7605 -0.4808
C -4.3999 -4.9951 -0.4178
```

Results
HOMO level ... -8.822 eV
E ... -3305.83043 a.u.
Multiplicity ... 1

Computed, not measured: a molecular structure, C15H18NOPdS4SbSi, with wB97M-V/def2-TZVPD.

The geometry in XYZ format:
```
42
Properties=species:S:1:pos:R:3
C 1.4574 2.1056 -1.0657
C 3.6189 -3.1367 0.5308
H 4.3112 -3.7424 1.1052
H -1.4346 0.4233 4.4414
C 2.1257 3.3140 -1.1912
O -1.7554 -1.0062 1.9201
H 4.1863 -3.9900 -1.3567
S -3.6837 -0.0218 -4.1468
C 1.8119 -1.5748 -0.9543
C 3.5492 -3.2755 -0.8472
H 3.2371 2.9838 -4.3720
H 0.7144 -1.0386 -3.3573
Sb -3.6811 -0.3388 -1.8921
H 2.6023 -2.6204 -2.6528
C 1.8879 -1.4650 0.4389
H -2.0566 -1.2197 4.5106
H 2.0690 0.8314 -4.1287
S -2.4680 -2.4616 -1.3641
C 2.6520 -2.5002 -1.5753
C 1.4336 1.1770 -2.1087
H -3.4359 -0.0771 1.2793
H -5.1144 0.6660 2.7499
H 2.1220 4.0189 -0.3673
H -2.9063 0.0799 5.3793
C -2.3546 -0.1722 4.4733
C 2.7765 3.6348 -2.3776
Si 0.6012 -0.5219 -1.9695
C 2.7505 2.7381 -3.4346
S -2.3172 1.4594 -0.7979
N -3.1993 0.0575 3.3277
H 2.8165 -2.1306 2.2514
H 3.2860 4.5866 -2.4811
H -3.9943 2.0063 3.0036
H 1.2121 -0.7930 0.9584
H -4.6381 1.1156 4.3959
H 0.9083 1.8888 -0.1557
C -2.7697 -0.3584 2.1058
Pd -1.2342 -0.5968 -0.7977
C -4.2876 1.0169 3.3676
C 2.0858 1.5231 -3.2927
C 2.7829 -2.2303 1.1724
S -5.6674 -0.3552 -0.7247
```

Results
HOMO level ... -1.217 eV
E ... -2962.86822 a.u.
Total charge ... -2
Multiplicity ... 1
Energy above the lowest of the compared OMol25 structures with the same formula, charge and spin ... 59.9 kcal per mole

Computed, not measured: a molecular structure, C25H26BaBr2N3O4Se2 at a distorted geometry, with wB97M-V/def2-TZVPD.

The geometry in XYZ format:
```
63
Properties=species:S:1:pos:R:3
C -2.6821 -4.2249 -1.3074
C -2.5625 3.4304 -0.8700
H -5.4131 0.8932 -0.7106
H -4.2677 -2.5516 -2.9189
C -4.9317 2.9703 -0.7850
C -3.8920 3.9261 -0.8309
C 3.7823 2.8131 2.5499
C 2.4117 0.6592 3.0042
H 1.3965 -7.0691 -1.4018
H 2.9566 4.3775 1.7098
H -3.3742 -4.6272 -2.0441
C 1.3388 -6.0989 -0.9230
H -2.1643 -5.0524 -0.8300
C 0.3993 -5.1778 -1.3652
H -0.2410 -5.4154 -2.2050
H 4.8019 3.1285 2.2961
C -1.7183 5.6813 -0.8828
H -3.5373 -1.3254 -3.9599
C -2.1635 -2.2323 -2.6279
H 1.1088 -2.6260 0.7511
O 4.5787 1.2982 4.8116
C -3.0257 6.1829 -0.8428
C -1.4178 4.3219 -0.9215
H -1.4390 -0.1778 -2.7378
H 2.4471 0.6606 4.0898
C 4.2229 0.6778 1.1412
H -3.2478 -3.0449 -4.2756
C 1.1770 -3.6007 0.2879
H 3.5651 3.1189 3.5752
H 3.8248 -0.3347 1.0675
C 3.7388 1.2842 2.4914
H -3.0140 0.1944 -0.7410
C -3.3750 -2.2946 -3.4929
H 5.7975 1.1831 3.1359
H -3.2386 -3.6701 -0.5439
C -0.3532 -1.6188 -1.4073
O 0.5788 -1.0273 -0.9065
C -4.0874 5.3275 -0.8267
Se 3.9498 1.5426 -0.6265
Ba 1.0249 2.1915 -0.2393
H 5.3086 0.5876 1.1860
N -0.6336 -2.9781 -1.1888
H -5.9581 3.3114 -0.7609
Br -0.2736 6.9086 -0.8972
O -0.2247 3.8455 -0.9836
C 2.2069 -5.7776 0.1101
C 0.3136 -3.9308 -0.7547
H 5.2116 0.8812 5.4010
C 4.8247 0.8198 3.4827
C -3.2804 1.2458 -0.7833
H -3.1871 7.2511 -0.8251
O 2.8579 3.4234 1.6550
H 2.9452 -6.4944 0.4459
Br -5.8465 6.0628 -0.7861
C 2.1237 -4.5233 0.7028
C -4.6313 1.6406 -0.7583
C -1.3747 -1.1818 -2.3490
H 2.8030 -4.2534 1.5020
N -1.7087 -3.3783 -1.9908
H 4.8432 -0.2755 3.4650
H 2.3953 -0.3807 2.6759
N -2.2864 2.0952 -0.8451
Se 0.6160 1.4079 2.6091
```

Results
HOMO level ... -3.535 eV
E ... -11409.98839 a.u.
Total charge ... -1
Multiplicity ... 1
Energy above the lowest of the compared OMol25 structures with the same formula, charge and spin ... 43.1 kcal per mole

Computed, not measured: C5H9NO in the gas phase, with wB97M-V/def2-TZVPD.

The geometry in XYZ format:
```
16
Properties=species:S:1:pos:R:3
O 0.1108 0.9180 0.2152
H -2.2893 1.2335 -0.0688
H 1.7051 2.4939 -0.3485
N 2.2036 1.6036 -0.4000
H 1.8003 -1.2027 0.9117
C -0.7420 -0.1747 0.5244
C 1.8837 -0.7714 -0.0919
H -2.8420 -0.0112 1.1718
C -1.2056 -1.0854 -0.5347
C -2.1929 0.2270 0.3317
H -0.4989 -0.5971 1.5000
H -2.5791 -0.5541 -0.4564
H -0.9942 -0.5478 -1.4789
C 1.4166 0.6570 -0.1073
H 2.9284 -0.7862 -0.4013
H 1.2955 -1.4023 -0.7672
```

Results
HOMO level ... -9.027 eV
E ... -325.75853 a.u.
Multiplicity ... 1
Energy above the lowest of the compared OMol25 structures with the same formula, charge and spin ... 112.3 kcal per mole